# 1
128
Properties=species:S:1:pos:R:3:lowdin_charge:R:1 method="wB97M-V/def2-TZVPD" e_homo_ev=-10.11 smiles="CCOS(C)(=O)=O.CCOS(C)(=O)=O.CCOS(C)(=O)=O.CCOS(C)(=O)=O.COP(=O)(OC)OC.COP(=O)(OC)OC.COP(=O)(OC)OC.COP(=O)(OC)OC" e_above_lowest_kcal_mol=0.0 lumo_energy_ha=0.011
C 0.05915 2.75536 -0.13407 -0.04
C 1.22903 1.78919 -0.12109 -0.23
O 0.84034 0.62879 -0.90849 -0.27
S 0.27355 -0.66681 -0.13380 0.61
C 1.83088 -1.37654 0.51819 -0.05
O -0.52127 -0.27103 0.99905 -0.28
O -0.22954 -1.59105 -1.11837 -0.28
H -0.44772 2.86972 -1.09021 0.07
H 0.45272 3.71899 0.19435 0.08
H -0.70078 2.34684 0.53362 0.06
H 2.09739 2.20477 -0.62992 0.09
H 1.51848 1.61569 0.91608 0.10
H 2.52981 -1.51614 -0.30199 0.05
H 1.54028 -2.36000 0.88110 0.06
H 2.22574 -0.73439 1.29860 0.05
C -2.89333 1.33428 2.60388 -0.05
C -2.41221 1.89449 3.92299 -0.25
O -1.14508 1.23741 4.14315 -0.28
S -0.10622 1.87554 5.23072 0.60
C -0.96005 1.46355 6.77347 -0.10
O 1.10615 1.13932 5.19840 -0.27
O -0.14428 3.30592 5.03614 -0.29
H -3.03101 0.25108 2.63842 0.06
H -2.12722 1.51138 1.85508 0.05
H -3.88191 1.71020 2.33795 0.09
H -2.20317 2.96292 3.83641 0.11
H -3.10353 1.75025 4.75608 0.12
H -1.67194 2.25178 6.99641 0.07
H -0.21844 1.41801 7.56504 0.07
H -1.39051 0.50334 6.50017 0.07
C 3.35799 -0.63459 -2.98929 -0.06
C 3.86183 -2.06078 -2.96684 -0.29
O 4.97061 -2.09232 -2.07071 -0.26
S 5.58080 -3.57223 -1.71291 0.63
C 6.40736 -4.02510 -3.26710 -0.11
O 6.59855 -3.31630 -0.70814 -0.29
O 4.50040 -4.49480 -1.48044 -0.28
H 2.66972 -0.38879 -3.79827 0.09
H 4.18506 0.07565 -2.98925 0.07
H 2.76407 -0.44201 -2.09362 0.05
H 3.04455 -2.70502 -2.63975 0.12
H 4.13560 -2.31876 -3.99417 0.12
H 5.59575 -4.30313 -3.93838 0.06
H 7.03513 -4.89810 -3.11527 0.07
H 6.96902 -3.17582 -3.64271 0.07
C 3.95950 3.02503 -2.62995 -0.07
C 2.52973 3.22143 -3.11527 -0.29
O 1.88613 4.34342 -2.51968 -0.26
S 0.45551 4.77612 -3.18448 0.60
C 1.13295 5.90630 -4.41408 -0.11
O -0.15946 3.67596 -3.86182 -0.28
O -0.25018 5.45278 -2.14222 -0.27
H 4.47228 3.98971 -2.63001 0.09
H 4.50405 2.42795 -3.36273 0.07
H 4.00373 2.53007 -1.66390 0.05
H 2.55535 3.32351 -4.20434 0.12
H 2.01178 2.28161 -2.90160 0.10
H 1.99652 6.41820 -3.99554 0.07
H 0.37058 6.64453 -4.65115 0.07
H 1.48153 5.33126 -5.26723 0.07
C -5.00892 1.25587 -6.20742 -0.09
O -5.22580 0.03349 -5.49533 -0.21
P -3.99264 -0.84686 -4.99564 0.36
O -4.34763 -2.11420 -4.33965 -0.22
O -3.05803 -1.00702 -6.29183 -0.23
C -3.63371 -1.63942 -7.43881 -0.10
O -3.18017 0.18531 -4.10465 -0.21
C -1.95950 -0.22774 -3.48321 -0.08
H -4.94543 2.11020 -5.53213 0.09
H -5.88976 1.34439 -6.83835 0.09
H -4.07713 1.26169 -6.77391 0.08
H -3.69003 -0.92218 -8.26115 0.09
H -4.63007 -2.02486 -7.22907 0.09
H -2.96000 -2.42471 -7.77828 0.09
H -1.22601 0.55154 -3.69737 0.09
H -1.63350 -1.21715 -3.79558 0.09
H -2.02861 -0.21085 -2.39577 0.06
C -1.24725 -4.07846 0.54965 -0.06
O -0.45228 -3.57739 1.63126 -0.24
P 0.08825 -4.42432 2.83694 0.36
O 0.69486 -5.71675 2.51548 -0.22
O -1.16923 -4.52290 3.82576 -0.24
C -1.14601 -5.36047 4.96502 -0.10
O 1.07129 -3.46594 3.68038 -0.22
C 0.66478 -2.13437 4.09949 -0.06
H -0.61852 -4.24297 -0.31892 0.10
H -2.01855 -3.32474 0.39261 0.06
H -1.80395 -4.97512 0.83216 0.10
H -0.92777 -4.74007 5.84056 0.09
H -0.41462 -6.16571 4.92783 0.09
H -2.13791 -5.76612 5.16195 0.09
H 1.62397 -1.64249 4.24004 0.08
H 0.18802 -2.17481 5.07946 0.09
H 0.01376 -1.71922 3.33339 0.07
C 5.29727 5.24709 2.84108 -0.07
O 4.71567 3.93900 2.94704 -0.21
P 3.73416 3.31181 1.88363 0.37
O 3.81905 3.77961 0.50344 -0.21
O 3.98867 1.73736 1.97960 -0.21
C 4.09541 1.00679 3.19710 -0.08
O 2.31448 3.47058 2.61715 -0.24
C 1.68018 4.74376 2.73199 -0.09
H 6.30473 5.08888 2.45718 0.09
H 5.25790 5.74911 3.80141 0.09
H 4.78837 5.85711 2.09208 0.08
H 5.10370 0.66760 3.44083 0.09
H 3.55365 0.07194 3.04090 0.07
H 3.67279 1.56140 4.03202 0.08
H 2.15088 5.46108 2.05958 0.09
H 1.81553 5.03690 3.77773 0.09
H 0.60090 4.66496 2.62356 0.08
C -3.91108 -1.24554 -0.55833 -0.08
O -4.62850 -2.40747 -0.17388 -0.20
P -5.64573 -2.40688 1.05231 0.36
O -6.85396 -1.60927 0.86881 -0.22
O -5.83585 -3.97493 1.31800 -0.23
C -6.93121 -4.67331 0.69191 -0.08
O -4.82330 -1.94866 2.33749 -0.22
C -3.62288 -2.61607 2.76335 -0.08
H -2.83104 -1.40227 -0.48638 0.06
H -4.07026 -0.38695 0.10166 0.09
H -4.16975 -0.99053 -1.58352 0.08
H -6.70679 -5.73628 0.64173 0.08
H -7.08676 -4.26868 -0.30565 0.09
H -7.78613 -4.54938 1.35650 0.09
H -3.56853 -3.61414 2.33254 0.08
H -3.69301 -2.69463 3.84730 0.09
H -2.79222 -1.96432 2.48835 0.07

***

# 2
87
Properties=species:S:1:pos:R:3:lowdin_charge:R:1 method="wB97M-V/def2-TZVPD" e_homo_ev=-10.71 charge=+1 lumo_energy_ha=-0.138
Ta -0.15510 -0.02460 0.37860 1.75
C -1.10090 3.17880 2.78670 0.01
C -1.02470 3.11790 1.29960 -0.29
N 0.12610 3.07150 0.74000 0.08
N 0.38370 3.37630 -0.49870 -0.04
C 0.70810 2.73200 -1.52130 -1.03
S 0.60180 0.96580 -1.78470 0.63
S 1.46250 3.58530 -2.85780 0.90
C 2.67760 4.61090 -1.90950 -0.39
C 2.09320 5.78580 -1.20480 -0.31
C 1.96890 5.79410 0.17900 -0.07
C 1.47560 6.91500 0.82270 -0.08
C 1.09680 8.02850 0.09310 -0.09
C 1.21350 8.02190 -1.28660 -0.08
C 1.71070 6.90660 -1.93290 -0.05
C -2.28540 3.04010 0.52310 -0.10
C -3.10650 4.11290 0.22390 0.00
C -4.27610 3.92110 -0.49320 -0.06
C -4.63540 2.65080 -0.90980 -0.06
C -3.81650 1.56650 -0.64410 0.02
C -2.62200 1.75370 0.05020 -0.26
O -1.73750 0.76630 0.24570 -0.27
H -0.10500 3.12560 3.21380 0.08
H -1.71600 2.37200 3.17890 0.09
H -1.55670 4.12550 3.07410 0.10
H 3.37210 4.92280 -2.68910 0.08
H 3.16510 3.92720 -1.21670 0.07
H 2.27180 4.93150 0.75450 0.10
H 1.40070 6.92680 1.89910 0.10
H 0.73580 8.91100 0.59850 0.10
H 0.92920 8.89080 -1.85930 0.11
H 1.81260 6.90300 -3.00820 0.12
H -2.82180 5.10380 0.53610 0.12
H -4.91380 4.76050 -0.71800 0.11
H -5.55090 2.50530 -1.46170 0.11
H -4.06780 0.57280 -0.98800 0.12
C -0.21630 -2.30870 -1.63040 -0.17
C 0.83920 -3.15820 -1.58800 -0.08
C 0.99520 -3.63870 -0.24140 -0.10
C 0.04050 -3.07880 0.53700 -0.14
C -0.77160 -2.16680 -0.28090 -0.33
H -0.62080 -1.83730 -2.51040 0.10
H 1.43960 -3.46360 -2.42720 0.11
H 1.75650 -4.33420 0.06230 0.10
H -0.14070 -3.26260 1.58320 0.09
H -1.85040 -2.24720 -0.17680 0.12
C 4.86040 0.84220 -0.36340 -0.04
N 3.47770 0.41250 -0.39190 0.05
C 2.94580 -0.49380 0.41610 -0.54
N 3.72280 -1.24080 1.21020 0.25
O 1.69440 -0.72470 0.39960 -0.22
H 5.00860 1.58730 -1.14050 0.10
H 5.53310 0.00340 -0.55460 0.10
H 5.09730 1.29440 0.60250 0.10
H 2.82310 0.91090 -0.99290 0.06
H 4.68980 -1.02130 1.36870 0.12
H 3.27370 -1.92570 1.79610 0.13
O 2.44470 1.37220 2.32690 0.07
C 1.51080 0.91380 2.95540 -0.55
N 1.36530 0.76530 4.29020 0.18
C 0.24440 -0.10290 4.62160 -0.25
C -0.37710 -0.24620 3.23500 -0.43
O -1.36030 -0.86720 2.85610 0.05
N 0.38200 0.40180 2.34550 0.00
C 0.74390 -1.45630 5.13790 -0.13
C 0.08690 -2.63520 4.81210 -0.03
C 0.54350 -3.85140 5.28990 -0.06
C 1.65740 -3.90660 6.10790 -0.07
C 2.31430 -2.73490 6.44050 -0.07
C 1.85980 -1.51620 5.96600 -0.02
C -0.74400 0.49280 5.61110 -0.14
C -1.97290 -0.13840 5.75810 -0.02
C -2.90340 0.34740 6.65660 -0.06
C -2.60310 1.45410 7.43250 -0.07
C -1.38090 2.08600 7.28490 -0.07
C -0.44800 1.61210 6.37630 -0.03
H 2.09190 0.98670 4.95010 0.15
H -0.78280 -2.60670 4.17610 0.10
H 0.02140 -4.75660 5.02330 0.11
H 2.00770 -4.85540 6.48310 0.11
H 3.18190 -2.76940 7.08080 0.11
H 2.38550 -0.62040 6.26160 0.11
H -2.20190 -0.99720 5.14940 0.11
H -3.86020 -0.14190 6.75080 0.11
H -3.32260 1.82680 8.14430 0.11
H -1.14480 2.94880 7.88780 0.11
H 0.49490 2.12760 6.26700 0.11

***

# 3
60
Properties=species:S:1:pos:R:3:lowdin_charge:R:1 method="wB97M-V/def2-TZVPD" e_homo_ev=-14.58 charge=+2 e_above_lowest_kcal_mol=10.9 lumo_energy_ha=-0.192
Pt 0.20394 1.23069 0.15378 0.96
N 0.42644 1.09653 2.20401 -0.06
C -0.34454 0.04215 2.88197 -0.28
C -0.34327 -0.02645 4.26333 -0.01
C -1.06021 -1.03717 4.88732 -0.03
C -1.75929 -1.97331 4.13552 -0.03
C -1.74495 -1.90133 2.75315 -0.05
C -1.03995 -0.88158 2.12003 -0.31
P -0.90319 -0.72395 0.33018 0.93
C -0.11137 -2.23392 -0.25370 -0.35
C 1.26178 -2.34983 -0.01972 -0.11
C 1.92882 -3.51908 -0.33898 -0.06
C 1.22686 -4.58234 -0.89645 -0.04
C -0.13830 -4.47927 -1.11459 -0.04
C -0.81335 -3.30971 -0.79100 -0.07
C -2.54185 -0.60434 -0.39525 -0.36
C -2.69866 -0.71281 -1.78093 -0.12
C -3.94023 -0.49141 -2.35519 -0.05
C -5.02674 -0.16289 -1.55368 -0.04
C -4.87356 -0.05110 -0.17933 -0.04
C -3.63248 -0.26255 0.40190 -0.07
H 0.21313 1.98111 2.66250 0.12
H 1.43255 0.94517 2.32358 0.11
H 0.21013 0.69435 4.85208 0.13
H -1.06772 -1.09639 5.96644 0.12
H -2.31096 -2.75977 4.63083 0.12
H -2.28177 -2.63311 2.16219 0.13
H 1.79674 -1.53088 0.45202 0.08
H 2.98875 -3.61188 -0.14453 0.12
H 1.74555 -5.49668 -1.14910 0.12
H -0.68461 -5.31369 -1.53200 0.12
H -1.88196 -3.24881 -0.94911 0.11
H -1.86179 -0.99491 -2.40947 0.10
H -4.06479 -0.58805 -3.42477 0.12
H -5.99632 -0.00005 -2.00318 0.12
H -5.72255 0.19689 0.44221 0.12
H -3.51745 -0.17314 1.47524 0.11
N -0.02097 1.26490 -1.90747 -0.12
C 0.90655 2.08556 -2.72285 -0.21
C 0.81147 3.54314 -2.35524 -0.18
C 1.48696 3.89941 -1.06506 -0.22
N 0.78444 3.32786 0.10919 -0.10
H 0.00355 0.30002 -2.23056 0.08
H -0.97669 1.57966 -2.08523 0.10
H 0.65079 1.95474 -3.77509 0.13
H 1.91585 1.69683 -2.56148 0.12
H -0.23680 3.85995 -2.34827 0.13
H 1.29814 4.11347 -3.14816 0.14
H 1.54956 4.98241 -0.94616 0.13
H 2.50255 3.49816 -1.05461 0.11
H -0.10816 3.81911 0.18331 0.11
H 1.30717 3.58272 0.94509 0.10
N 5.20392 1.62403 0.01548 0.19
C 3.97570 1.08449 -0.12998 -0.65
N 3.84499 0.10940 -1.07966 0.18
O 3.00060 1.50553 0.49869 -0.06
H 6.02094 1.25212 -0.43642 0.12
H 5.33845 2.29575 0.75126 0.12
H 4.65961 -0.36599 -1.43352 0.11
H 3.00853 -0.44975 -1.03057 0.07

***

# 4
6
Properties=species:S:1:pos:R:3:lowdin_charge:R:1 method="wB97M-V/def2-TZVPD" e_homo_ev="-8.18 / -10.58" s2=2.0131 multiplicity=3 e_above_lowest_kcal_mol=34.2 lumo_energy_ha="0.016 / -0.090"
C -1.64737 -0.28592 -0.50224 -1.06
N 0.16568 -0.04074 0.61102 0.16
N 1.13827 0.31868 0.26832 -0.25
O 2.16766 0.56764 -0.24120 0.10
Br -2.58277 -1.79662 0.02927 0.57
Br -2.60315 1.36174 -0.00376 0.48